Below is a 2-piece molecular cluster, C12H19NO2 overall in a non-equilibrium geometry, with properties calculated with ωB97M-V/def2-TZVPD.

ORCA input file:
```
! wB97M-V def2-TZVPD RIJCOSX def2/J DEFGRID3
* xyz 0 1
C -1.4102 -1.9496 -0.5829
C -1.2006 -0.9159 0.5305
N -1.8680 -0.5717 1.8300
C -1.3095 -1.0561 3.1597
C -3.2006 -1.0195 1.7985
C -3.9646 -0.9874 0.4853
O -3.8690 -1.4300 2.7257
H -0.5475 -1.8465 -1.2271
H -2.2888 -1.6638 -1.1599
H -1.6358 -2.9619 -0.2521
H -0.1197 -0.8126 0.6989
H -1.2283 0.0836 0.0647
H -0.2501 -1.2817 3.0413
H -1.5312 -0.0496 3.6054
H -1.8420 -1.8813 3.6114
H -3.5657 -0.5651 -0.4348
H -4.4023 -1.9471 0.1810
H -4.9146 -0.4734 0.7167
C 4.6918 0.3997 -0.9314
C 3.3271 1.0534 -1.1363
C 2.3128 0.3127 -1.7390
C 0.9878 0.6585 -1.4927
C 0.8172 2.0106 -1.1732
O -0.4217 2.5864 -0.9957
C 1.8793 2.8897 -1.0582
C 3.1712 2.3953 -0.8352
H 4.9634 0.4450 0.1269
H 5.4462 0.8464 -1.5777
H 4.7106 -0.6659 -1.1783
H 2.5604 -0.6691 -2.1419
H 0.2212 -0.0782 -1.6576
H -1.1249 2.2249 -1.5400
H 1.5947 3.9287 -0.9588
H 4.0116 2.9913 -0.5032
*
```

ΔE to the lowest compared entry with this formula, charge and spin, kJ/mol: 225.43
E_tot, eV: -18334.987
Kohn-Sham gap, eV: 9.1
SMILES: CCN(C)C(C)=O.Cc1ccc(O)cc1
HOMO energy, eV: -8.54
Largest force on an atom, eV Å⁻¹: 4.5